# C76H142Cl2F14N18O33S14

A molecular structure, C76H142Cl2F14N18O33S14 (ωB97M-V with the def2-TZVPD basis set, the Open Molecules 2025 dataset).

Structure (XYZ):
```
299
Properties=species:S:1:pos:R:3:mulliken_charge:R:1
C 1.1019 5.7971 -9.7622 -1.515
C 1.0540 4.3128 -9.6981 -0.234
N 1.7732 3.5558 -8.5746 0.773
C 1.4331 2.0713 -8.8641 -1.338
C 3.2506 3.9252 -8.6899 -0.508
C 4.2354 3.1137 -7.8127 -1.223
C 1.3804 3.9169 -7.1965 -1.236
C -0.1097 3.8946 -6.9183 1.780
O -0.7679 5.0218 -7.3905 -0.396
C -2.0681 5.0278 -6.7898 -0.795
H 2.1037 6.1790 -9.9743 0.408
H 0.7206 6.3574 -8.9339 0.293
H 0.5048 6.0459 -10.6672 0.423
H 1.4588 3.7765 -10.5610 0.627
H -0.0164 3.9215 -9.5912 0.290
H 1.6750 1.5226 -7.9658 0.433
H 2.1335 1.7319 -9.6224 0.395
H 0.4064 2.0997 -9.0753 0.619
H 3.3076 5.0052 -8.5090 0.429
H 3.5215 3.7679 -9.7404 0.450
H 5.2533 3.2712 -8.2147 0.438
H 3.9891 2.0239 -7.9438 0.266
H 4.2605 3.3366 -6.7632 0.303
H 1.7999 4.8917 -6.9749 0.613
H 1.8063 3.1621 -6.5127 0.159
H -0.1894 3.7871 -5.8245 -1.347
H -0.6197 2.9516 -7.2630 0.091
H -2.0290 5.0894 -5.7206 0.053
H -2.6264 4.1610 -7.0314 0.366
H -2.6354 5.8092 -7.1808 0.503
C -4.1986 5.0755 7.1648 -1.164
C -3.4856 5.4177 5.8787 -0.458
N -4.0402 4.6446 4.5616 1.336
C -5.3678 5.1620 4.2670 -1.112
C -3.0822 5.0181 3.4473 0.423
C -2.8933 6.5175 3.1494 -1.383
C -3.9277 3.1973 4.5728 1.922
C -5.0272 2.3279 5.1176 0.054
O -5.3521 2.5355 6.4884 -0.526
C -4.6263 1.7337 7.4106 -0.603
H -5.2882 5.3694 7.2230 0.323
H -3.7770 5.7587 7.8402 0.588
H -3.9897 4.0745 7.4260 0.109
H -2.4539 5.1433 5.8668 0.410
H -3.6754 6.4451 5.6089 0.401
H -5.7899 4.7221 3.3781 0.132
H -5.2996 6.2613 4.1219 0.439
H -6.0449 4.9524 5.0832 0.394
H -3.4360 4.4499 2.5182 -0.260
H -2.0588 4.6394 3.7193 0.189
H -2.0944 6.6538 2.4173 0.082
H -2.6109 7.0751 4.0333 0.354
H -3.8421 6.9014 2.7612 0.433
H -3.0216 2.9864 5.1433 0.131
H -3.7803 2.7950 3.5996 -1.167
H -4.7127 1.2823 4.8448 -0.503
H -6.0314 2.4974 4.6341 0.151
H -4.9710 2.0936 8.4055 0.231
H -3.6021 1.8725 7.1790 0.194
H -4.9271 0.7078 7.2149 0.383
C -0.8580 5.5715 0.4298 -1.914
C 0.0146 5.3766 -0.7913 -0.659
N -0.3982 4.3296 -1.8114 1.259
C -0.8214 3.1248 -1.0312 -1.480
C -1.5811 4.7391 -2.5988 -0.391
C -2.3164 3.6583 -3.4082 -0.987
C 0.7683 3.9206 -2.7174 0.982
C 1.5905 5.1051 -3.3156 -1.448
O 0.7017 5.9298 -4.0477 0.087
C 1.2505 7.0407 -4.6637 -0.963
H -0.2831 6.2813 1.0024 0.775
H -1.0998 4.6694 1.0476 -0.090
H -1.6966 6.1591 0.0494 0.799
H 0.9658 4.9944 -0.3941 0.215
H 0.2218 6.2705 -1.3433 0.808
H -0.0513 2.9747 -0.2437 0.004
H -0.8589 2.2391 -1.7080 0.220
H -1.8075 3.2065 -0.5699 0.775
H -1.3067 5.5112 -3.2932 0.599
H -2.3318 5.1606 -1.9020 0.402
H -3.1545 4.2374 -3.8033 0.724
H -2.7365 2.7923 -2.9496 0.046
H -1.8363 3.2221 -4.3054 -0.171
H 0.3351 3.3287 -3.5449 -0.076
H 1.3185 3.3128 -1.9445 -0.306
H 2.4129 4.7028 -4.0216 0.438
H 2.0820 5.7205 -2.4735 0.442
H 1.9544 6.7248 -5.4442 0.232
H 1.7442 7.8711 -4.0692 0.282
H 0.3989 7.4686 -5.2092 0.343
C 1.4998 -3.0082 2.1201 -0.182
C 0.8000 -2.5453 0.8587 0.821
N -0.1685 -1.4116 1.1044 1.506
C -1.1836 -1.8126 2.0564 -0.908
C 0.5354 -0.1703 1.5769 0.569
C -0.3420 0.9081 2.0487 -0.616
C -0.9172 -1.0321 -0.2535 1.169
C -0.0023 -0.9563 -1.5143 0.088
O 0.7630 0.1777 -1.3993 1.249
C 1.5414 0.3271 -2.5600 0.722
H 2.1849 -3.7960 1.8423 -0.247
H 0.8275 -3.4803 2.8395 0.100
H 2.0547 -2.1672 2.5678 0.188
H 0.1955 -3.3232 0.3709 -0.694
H 1.5298 -2.0946 0.2013 0.106
H -1.5403 -2.7370 1.5940 0.293
H -1.9922 -1.0777 2.2502 -0.073
H -0.6695 -2.1826 2.9495 0.168
H 1.1597 0.1977 0.7845 -0.380
H 1.2207 -0.4774 2.3856 0.141
H -1.1789 1.2495 1.4215 -0.831
H 0.3681 1.7748 2.0708 -0.145
H -0.6825 0.7432 3.0352 0.979
H -1.2935 -0.0350 -0.2062 -0.458
H -1.9088 -1.6326 -0.4360 -0.701
H -0.6766 -0.9326 -2.4103 -0.371
H 0.6532 -1.8838 -1.6033 -0.389
H 2.2908 1.0962 -2.3767 -0.496
H 0.9308 0.4914 -3.4861 -0.175
H 2.0731 -0.6454 -2.7369 -0.473
C 8.9746 -3.4646 -1.9773 -1.164
C 8.1323 -2.6158 -3.0014 -0.429
N 6.9679 -1.8502 -2.4427 1.365
C 6.3999 -1.0770 -3.5942 -1.451
C 5.9574 -2.7454 -1.7590 -0.493
C 4.5397 -2.3559 -1.9937 0.381
C 7.6415 -0.9225 -1.4423 -1.193
C 6.6967 0.1653 -0.8211 -0.739
O 5.9560 0.8552 -1.7852 -0.348
C 5.1901 1.9576 -1.3573 -0.405
H 9.5547 -2.9113 -1.2025 0.298
H 9.7019 -4.1233 -2.5101 0.401
H 8.3297 -4.1058 -1.3299 0.293
H 7.7349 -3.3587 -3.7227 0.283
H 8.7540 -1.9584 -3.6371 0.585
H 6.2824 -1.7603 -4.4348 0.347
H 7.0504 -0.2528 -3.9021 0.394
H 5.4528 -0.6360 -3.2654 0.458
H 6.0828 -2.5541 -0.6514 -0.088
H 6.2187 -3.7623 -1.9906 0.520
H 4.2943 -1.5113 -1.3044 0.314
H 3.9144 -3.1871 -1.6321 -0.297
H 4.2162 -2.0605 -3.0028 -0.404
H 8.4975 -0.4395 -2.0200 0.488
H 7.9413 -1.4799 -0.6314 0.556
H 7.4354 0.8166 -0.4415 0.810
H 6.0839 -0.2972 -0.0741 0.462
H 4.7607 1.7685 -0.3365 0.219
H 4.3651 2.2388 -2.0376 -0.035
H 5.7850 2.9300 -1.4398 0.237
C 1.6566 -6.6789 0.4419 -0.315
N 1.1351 -6.2397 -0.8696 0.421
C 0.1867 -7.0483 -1.3630 -0.243
C -0.4390 -6.8120 -2.5766 -1.187
C 0.0082 -5.6594 -3.3417 0.439
C 1.0430 -4.8742 -2.7873 0.265
C 1.5831 -5.1733 -1.5114 -0.829
C -0.8404 -5.0933 -4.4355 1.218
C -2.1647 -5.2781 -4.4775 -0.220
C -2.8518 -4.7145 -5.5446 -0.749
N -2.2302 -4.0089 -6.4775 0.301
C -0.8563 -3.8726 -6.4877 -0.521
C -0.1696 -4.4167 -5.4804 -0.398
C -2.8721 -3.4465 -7.7164 -0.937
H 0.8875 -6.9790 1.1292 0.387
H 2.2291 -5.7962 0.8117 -0.406
H 2.4510 -7.4648 0.1832 0.325
H -0.1101 -7.8608 -0.6852 0.421
H -1.1715 -7.4685 -3.0071 0.747
H 1.4947 -3.9942 -3.2706 -0.096
H 2.4421 -4.6741 -1.0862 0.163
H -2.7187 -5.7127 -3.6091 0.361
H -3.8912 -4.9225 -5.7835 0.405
H -0.5461 -3.1189 -7.2420 0.703
H 0.8377 -4.1322 -5.3167 0.241
H -3.3991 -2.5820 -7.3866 0.359
H -3.5885 -4.1450 -8.1621 0.404
H -2.0977 -3.2675 -8.4733 0.315
C -4.1006 -6.5461 4.7549 -0.716
N -4.4611 -5.5673 3.7062 0.426
C -5.5973 -4.8705 3.7948 -0.033
C -6.0443 -4.1010 2.7478 -0.822
C -5.3161 -3.9335 1.6433 0.551
C -4.0550 -4.5440 1.5787 0.141
C -3.6761 -5.4023 2.6153 -0.383
C -5.5802 -2.8359 0.6161 1.029
C -4.8486 -2.8936 -0.5955 -0.904
C -5.0745 -1.9736 -1.5978 -0.621
N -5.9060 -0.9182 -1.3476 0.298
C -6.5368 -0.8225 -0.1917 -0.964
C -6.4067 -1.7287 0.8343 -0.448
C -6.0643 0.0952 -2.3828 -0.548
H -3.0203 -6.5738 4.8985 0.143
H -4.4191 -7.5058 4.4128 0.344
H -4.6434 -6.2450 5.5882 0.341
H -6.1232 -4.9927 4.7289 0.361
H -6.9835 -3.5681 2.9604 0.393
H -3.3139 -4.3570 0.7421 -0.896
H -2.7307 -5.8756 2.7017 0.338
H -4.2300 -3.7312 -0.9251 1.193
H -4.6839 -2.0532 -2.6922 0.336
H -7.2995 -0.1455 -0.1050 0.658
H -6.8517 -1.4802 1.7724 0.396
H -6.7565 -0.2553 -3.1511 0.366
H -5.1045 0.2831 -2.8857 0.002
H -6.4714 1.0167 -1.9266 0.296
C 0.1948 0.6743 11.0704 -0.796
N 0.7634 -0.3386 10.1230 0.233
C 1.5233 0.0367 9.0345 -1.081
C 1.8054 -0.8437 8.0495 -0.612
C 1.3500 -2.1824 8.0755 0.996
C 0.5079 -2.4927 9.1478 -0.660
C 0.3518 -1.6463 10.1962 -0.723
C 1.6888 -3.1469 7.0655 1.396
C 0.9110 -4.2504 6.7909 -0.034
C 1.2210 -5.1936 5.9103 -0.978
N 2.3987 -5.0776 5.3045 0.257
C 3.2358 -4.0466 5.5588 -0.386
C 2.8664 -2.9956 6.4102 -0.792
C 2.8177 -6.1546 4.3932 -0.148
H 0.9227 1.4496 11.3335 0.311
H -0.0567 0.1540 11.9650 0.360
H -0.6776 1.0580 10.4972 0.270
H 1.8866 1.0860 9.0462 1.053
H 2.4033 -0.3752 7.2706 0.144
H 0.1882 -3.4985 9.3210 0.593
H -0.1537 -2.0039 11.0263 0.443
H -0.0645 -4.3123 7.2928 0.176
H 0.6726 -6.1368 5.9110 0.590
H 4.1133 -3.9288 4.8798 0.291
H 3.5166 -2.1574 6.5771 0.588
H 1.8883 -6.3943 3.8660 -0.120
H 3.2238 -7.0277 4.8675 0.357
H 3.5455 -5.6788 3.6552 -0.024
N -1.7793 -1.2678 -5.9214 -0.280
S -1.2767 -0.0748 -6.7694 0.918
O -0.6783 -0.7209 -7.9131 -0.741
O -0.6159 1.0046 -6.1144 0.073
F -2.5729 0.5648 -7.3773 -0.344
S -2.6926 -1.2089 -4.7085 0.250
O -3.9351 -1.8565 -4.9380 -0.759
O -2.8023 0.1110 -4.1434 -0.238
F -1.9274 -2.0603 -3.7105 0.389
N 1.7329 4.2682 1.7446 0.002
S 2.8888 3.4319 1.0433 1.006
O 2.8618 3.6590 -0.3705 -0.691
O 3.2442 2.1488 1.5034 -0.511
F 4.1657 4.2223 1.5643 -0.363
S 1.9137 5.0349 3.1528 1.005
O 2.5240 4.2751 4.2196 -0.544
O 0.7712 5.8111 3.4210 -0.528
F 2.9619 6.1489 2.6976 -0.302
N 0.1789 3.3697 6.9808 -0.306
S 0.7581 3.6975 8.4207 1.078
O 1.8860 2.9294 8.7739 -0.676
O -0.3281 3.8822 9.3366 -0.639
F 1.2977 5.0807 8.0917 -0.215
S -0.3549 1.9802 6.6011 0.397
O -1.3019 2.0738 5.5206 -0.195
O -0.6358 1.0604 7.6634 -0.445
F 0.9001 1.4067 5.8670 -0.191
N 5.5842 -4.1007 2.6599 -0.368
S 5.4859 -5.0410 1.4356 1.156
O 4.8829 -4.3259 0.3656 -0.574
O 5.0799 -6.3944 1.7400 -0.643
F 7.0574 -5.2655 0.9392 -0.364
S 5.3849 -2.5697 2.7318 0.681
O 4.1559 -2.2042 3.3989 -0.385
O 5.7246 -1.7739 1.5496 -0.452
F 6.5173 -2.1299 3.7280 -0.356
N -5.4679 1.9507 0.0860 -0.157
S -6.4339 3.0969 0.5905 0.874
O -7.5247 3.1992 -0.3413 -0.636
O -5.7031 4.3380 0.9948 -0.571
F -7.0880 2.5609 1.8994 -0.225
S -4.2881 1.3636 0.9467 0.851
O -3.4373 2.2093 1.6698 -0.844
O -3.6826 0.4087 0.0729 -0.290
F -4.9382 0.4773 2.0151 -0.151
N 3.6838 -2.0381 -5.6392 -0.270
S 3.9860 -3.5574 -5.4131 0.659
O 2.9607 -4.5447 -5.1624 -0.561
O 5.1251 -3.6946 -4.6031 -0.439
F 4.4489 -3.9255 -6.8383 -0.296
S 2.1775 -1.4572 -5.9268 0.580
O 2.3897 -0.1425 -6.4532 -0.452
O 1.1295 -1.6402 -4.9836 0.107
F 1.8795 -2.3588 -7.2747 -0.393
N -3.7258 -3.1402 5.8717 -0.202
S -4.2715 -1.8340 5.1606 1.094
O -3.7485 -0.5871 5.5075 -0.304
O -5.6886 -1.9882 5.1233 -0.839
F -3.9951 -2.0400 3.6276 0.029
S -2.2022 -3.0880 6.2555 0.338
O -1.9512 -2.6737 7.6064 -0.555
O -1.3125 -2.6088 5.2506 0.042
F -2.0866 -4.6046 6.2941 -0.247
Cl -0.6312 -6.6156 3.5354 -0.782
Cl -1.7182 -4.1971 -1.0543 -0.660
```

Highest occupied orbital energy: -11.679 eV
LUMO energy: -0.17696 Ha
Maximum force: 4.2 eV/A
Total charge: +2
E: -390266.5828 eV
Orbital gap: 6.863 eV